69
Properties=species:S:1:pos:R:3:forces:R:3 method="wB97M-V/def2-TZVPD" charge=+2 spin_multiplicity=1 de_lowest_kj_mol=0.0 homo_lumo_gap_ev=8.83 homo_ev=-15.15
Y -0.81357 -0.00613 -0.16612 0.5 0.0 2.1
P 0.13084 -2.63096 -0.70195 -0.4 -0.1 0.4
P 0.15692 2.66597 -0.42850 -0.5 -0.3 0.5
N -0.04552 0.08422 -2.29123 -0.4 0.4 -3.9
C 0.17525 -2.45132 -2.53566 -0.1 -0.6 -0.1
H 0.97739 -3.11675 -2.85663 -0.2 -0.2 -0.3
H -0.77428 -2.85845 -2.92161 0.4 0.2 0.1
C 0.47627 -1.07976 -3.13388 0.2 0.1 0.4
H 1.55412 -0.93861 -3.29141 -0.3 0.0 0.2
H -0.01545 -1.00928 -4.11661 0.4 0.0 0.2
C 0.45977 1.34243 -3.00938 0.2 -0.1 0.3
H -0.03959 1.37977 -3.99069 0.3 0.0 0.2
H 1.53651 1.22518 -3.19635 -0.3 0.0 0.2
C 0.17520 2.65195 -2.27180 -0.3 0.6 -0.1
H -0.78123 3.10031 -2.60265 0.5 -0.3 0.1
H 0.97468 3.34520 -2.53360 -0.2 0.2 -0.3
C 1.65329 3.57218 0.12565 0.1 -0.3 0.0
C 2.00863 3.25424 1.58880 0.0 0.3 0.0
H 2.92941 3.80237 1.83428 -0.3 -0.2 0.1
H 2.20245 2.18928 1.74353 -0.1 0.1 0.0
H 1.22085 3.58410 2.28316 0.3 -0.1 -0.2
C -1.37479 3.60427 0.05099 0.2 -0.4 -0.3
C -1.46405 3.81065 1.56759 -0.2 0.2 0.1
H -2.48400 4.14606 1.80746 0.3 0.0 0.0
H -0.76958 4.58915 1.91858 -0.2 -0.3 -0.1
H -1.28440 2.89191 2.14858 0.0 0.2 -0.2
C -1.37754 -3.65496 -0.32613 0.1 0.4 -0.2
C -1.44039 -4.05677 1.15286 -0.2 -0.2 0.1
H -2.46175 -4.40629 1.36682 0.3 0.0 0.0
H -1.23436 -3.22223 1.83666 0.0 -0.3 -0.2
H -0.75258 -4.88581 1.38439 -0.2 0.3 -0.1
C 1.63472 -3.57869 -0.23157 0.1 0.3 0.1
C 1.97380 -3.40786 1.26053 0.0 -0.3 -0.1
H 2.88379 -3.98943 1.46569 -0.2 0.2 0.1
H 1.17064 -3.78848 1.91008 0.3 0.1 -0.2
H 2.17590 -2.36471 1.51703 0.0 -0.1 0.0
C 1.70144 -0.01665 0.14775 6.1 -0.1 0.4
O 2.87035 -0.02843 0.20713 -5.3 0.1 -0.3
C -1.58949 4.89482 -0.72606 -0.4 0.3 -0.1
H -0.88056 5.67552 -0.44313 -0.2 -0.2 -0.1
H -1.54023 4.75430 -1.81464 0.0 0.1 0.3
H -2.59632 5.25997 -0.49327 0.1 0.0 -0.1
C -1.58863 -4.84500 -1.25429 -0.4 -0.2 -0.2
H -2.59005 -5.24477 -1.05871 0.2 0.0 -0.1
H -1.55282 -4.57080 -2.31895 0.0 -0.2 0.4
H -0.86996 -5.64634 -1.07589 -0.2 0.1 0.0
C 1.59215 -5.05549 -0.63405 0.4 -0.1 0.3
H 2.59587 -5.46800 -0.46663 -0.2 0.0 -0.1
H 0.90110 -5.63454 -0.00367 0.2 0.3 -0.3
H 1.34617 -5.20314 -1.68702 0.0 0.0 0.1
C 1.58760 5.07710 -0.12886 0.5 0.2 0.2
H 0.89973 5.58238 0.56322 0.2 -0.2 -0.2
H 2.58978 5.48311 0.06555 -0.2 0.0 -0.1
H 1.32684 5.32530 -1.16020 0.0 0.0 0.1
H 2.43382 3.13579 -0.51806 0.0 0.1 0.1
H 2.41699 -3.07559 -0.81963 0.0 -0.1 0.1
H -2.17707 2.89691 -0.24479 0.1 0.2 0.1
H -2.19305 -2.92877 -0.51446 0.1 -0.2 0.0
H -0.99095 0.10319 -2.74958 0.1 -0.1 1.4
H -2.60577 -0.01563 -0.70536 -1.2 0.0 -0.4
C 0.18155 0.20846 3.85127 0.7 -0.2 -0.1
S -0.80455 -0.69007 2.64138 0.1 0.3 -0.6
C -2.49356 -0.26156 3.11986 -0.4 -0.4 -0.2
H 1.18766 0.39943 3.41973 -0.7 -0.1 0.4
H 0.26442 -0.46015 4.70817 0.1 0.4 0.1
H -0.30966 1.14387 4.10905 0.1 0.0 0.0
H -2.83664 -1.06912 3.77264 -0.2 0.4 -0.1
H -2.49752 0.69506 3.63844 -0.1 0.0 -0.1
H -3.13598 -0.21389 2.21619 0.3 0.0 0.5



72
Properties=species:S:1:pos:R:3:forces:R:3 method="wB97M-V/def2-TZVPD" charge=+2 spin_multiplicity=6 de_lowest_kj_mol=0.0 homo_lumo_gap_ev="4.10 / 4.14" s_squared=9.336 homo_ev="-13.20 / -13.24"
I 0.50553 -1.97907 -1.09456 0.2 -0.5 0.0
I -0.07657 3.49894 0.23545 -0.2 -0.5 0.0
Dy -0.20970 0.57015 0.03465 1.4 0.6 -0.9
P 2.33911 0.03117 1.46810 0.5 0.1 0.3
C 2.27770 -0.67940 3.15501 -0.3 0.1 -0.1
C 3.68017 -1.00315 0.75387 -0.3 0.3 -0.1
H 4.60500 -0.81943 1.31913 -0.2 -0.1 -0.2
H 4.12668 1.46931 2.20621 -0.3 0.3 -0.1
H 3.81658 -0.73330 -0.29758 0.1 -0.2 0.1
H 3.24137 2.16678 0.78919 0.1 0.1 0.2
H 1.79957 -1.66555 3.08658 0.3 0.2 0.2
H 3.39042 -2.05915 0.82467 0.1 0.3 -0.1
C 3.14230 1.65785 1.75161 0.1 -0.5 0.0
H 3.29376 -0.75863 3.57010 -0.4 0.0 -0.1
H 2.50085 2.25052 2.41219 0.2 0.0 -0.1
H 1.65619 -0.02772 3.78463 0.2 -0.2 0.0
P -1.99850 0.24012 -2.14861 0.3 0.5 -0.3
C -3.63857 -0.36422 -1.67374 -0.4 0.2 0.3
C -2.35568 1.95761 -2.67619 -0.4 -0.6 -0.1
H -0.66074 -0.51233 -4.02801 -0.2 0.0 0.0
H -2.39877 -0.48815 -4.45385 0.2 0.0 0.3
H -1.72156 -1.79613 -3.43368 0.0 0.3 0.0
C -1.67020 -0.72531 -3.66339 0.0 0.1 -0.1
H -1.41861 2.44138 -2.94692 -0.1 0.1 -0.1
H -3.05770 1.93053 -3.51558 0.1 0.3 0.1
H -4.27412 -0.23794 -2.56025 -0.2 -0.2 0.4
H -4.02269 0.23451 -0.81554 0.2 -0.3 -0.6
H -2.79269 2.48351 -1.81729 0.1 0.0 -0.3
H -3.58024 -1.41687 -1.36912 0.0 0.2 -0.2
C -0.90517 -1.28409 2.04172 -0.5 -0.7 1.1
O -0.47755 -2.23141 2.62394 -0.7 1.7 -1.1
C -4.75454 -2.48262 3.22400 0.2 0.6 1.0
C -4.45353 -2.48682 1.78933 0.3 -0.8 -0.2
C -3.21551 -3.12560 1.32258 0.6 0.3 0.1
C -5.49741 -2.27403 0.77696 -0.4 0.2 -0.1
P -3.66298 0.41547 2.48920 -1.7 -1.2 0.5
N -1.47172 -0.31074 1.55378 0.3 -1.2 0.7
C -5.41920 1.31330 2.26089 0.7 1.2 -0.7
C -6.20296 1.06458 3.57055 0.2 -0.1 0.3
C -5.15666 2.79207 1.92166 0.0 0.8 0.4
C -6.31236 0.88192 1.07919 -0.2 -0.7 0.0
C -2.82379 1.08889 3.97711 0.2 1.9 0.2
C -3.32132 2.49852 4.39467 -0.6 0.0 0.3
C -3.12233 -0.00258 5.03031 -0.1 -0.7 -0.1
C -1.29754 1.34121 3.92614 -0.3 0.4 0.4
H -5.16079 -3.48357 3.47007 0.0 0.1 -0.2
H -5.50899 -1.74246 3.55072 0.1 -0.6 -0.5
H -3.86493 -2.34445 3.87213 -0.4 -0.4 -0.6
H -3.51663 -4.15131 1.03861 0.0 0.2 -0.1
H -2.80730 -2.64945 0.41445 -0.3 -0.2 0.1
H -2.40418 -3.21668 2.05595 -0.5 0.0 -0.1
H -6.48560 -2.19635 1.23871 0.2 0.0 -0.2
H -5.34359 -1.38613 0.11662 0.2 -0.7 0.6
H -5.46423 -3.14838 0.10902 0.0 0.2 0.0
H -5.64070 1.33763 4.46956 -0.4 -0.2 -0.2
H -7.13308 1.67161 3.55370 0.5 -0.3 -0.1
H -6.50473 0.00934 3.65238 0.0 0.4 0.0
H -4.73417 2.88159 0.91529 -0.1 0.0 0.1
H -6.11027 3.35274 1.93577 0.4 -0.3 -0.1
H -4.47823 3.30799 2.59925 -0.3 -0.1 -0.3
H -5.80643 0.97746 0.11739 0.0 0.0 0.0
H -6.72988 -0.12658 1.17050 0.2 0.3 0.1
H -7.19227 1.55477 1.02191 0.6 -0.2 0.3
H -4.41642 2.60955 4.50080 0.9 0.1 0.0
H -2.85992 2.72056 5.36026 -0.1 0.0 0.0
H -2.94250 3.23652 3.67264 -0.1 -0.2 0.4
H -2.57132 -0.93138 4.79431 -0.1 0.4 0.2
H -2.77792 0.34864 6.01846 -0.1 0.0 -0.4
H -4.18959 -0.25321 5.10590 0.2 0.1 0.2
H -0.73698 0.46254 3.71146 0.5 -0.5 -0.1
H -1.07797 2.13970 3.20865 0.1 -0.3 0.1
H -1.02451 1.70973 4.93629 -0.1 -0.2 -0.6



90
Properties=species:S:1:pos:R:3:forces:R:3 method="wB97M-V/def2-TZVPD" charge=+2 spin_multiplicity=1 de_lowest_kj_mol=0.0 homo_lumo_gap_ev=5.38 homo_ev=-11.99
C 4.21537 -0.59133 1.13154 -0.5 -0.8 0.0
C 2.83491 -0.52823 1.75619 0.0 2.6 1.5
O 2.54871 0.42141 2.49992 -0.2 -3.2 -2.2
N 1.87436 -1.67003 1.45469 0.7 0.0 2.6
H 0.95734 -1.32753 1.20595 -0.6 0.6 0.4
H 2.14227 -2.19511 0.63457 1.2 -1.4 -1.4
C 1.74012 -2.67209 2.67717 0.3 1.0 -0.8
H 4.75527 -1.38951 1.64095 0.1 -0.2 0.0
H 4.79408 0.32017 1.28109 -0.4 0.0 0.1
H 4.18596 -0.89692 0.08567 -0.1 -0.1 -0.1
H 2.71339 -3.14346 2.81379 -0.2 0.0 -0.1
H 0.97706 -3.41165 2.43450 0.2 0.2 -0.2
H 1.46110 -2.08781 3.55402 0.0 0.0 -0.2
C -0.59565 4.51899 4.08064 -0.4 -1.0 -0.2
C -1.06707 3.11721 4.39618 0.4 0.2 1.8
O -0.64461 2.51273 5.32621 -0.5 -0.7 -0.7
N -2.28309 2.59417 3.61730 0.2 -1.2 1.5
H -2.95039 3.35118 3.65907 -0.6 0.2 -0.6
H -1.95578 2.45985 2.67129 -0.2 0.2 -1.1
C -2.91173 1.25866 4.05968 1.2 -0.4 0.6
H 0.37802 4.66723 4.54765 0.1 -0.3 -0.5
H -1.23010 5.17934 4.67185 -0.5 0.3 -0.5
H -0.63629 4.64300 2.99848 0.0 0.7 0.2
H -2.13659 0.49454 4.11780 0.4 0.3 -0.5
H -3.65146 0.88814 3.35003 -0.1 0.7 0.0
H -3.23868 1.24200 5.09936 -0.5 0.8 -0.3
C 1.05875 -0.60908 -2.64407 -1.1 -0.7 1.0
C 1.39720 -1.08530 -3.97824 -2.5 -1.2 -1.3
O 0.78681 -1.89327 -4.64480 1.9 1.9 1.1
N 2.64819 -0.47894 -4.51590 0.7 0.8 -2.4
H 3.22463 -0.07912 -3.78928 0.2 -0.1 0.4
H 3.15354 -1.25230 -4.92410 0.5 -0.5 -0.3
C 2.48417 0.61133 -5.64160 -1.0 0.7 1.2
H 1.06078 0.45409 -2.40373 0.3 0.0 -0.4
H 1.68723 -1.18170 -1.96199 0.5 0.0 0.5
H 0.07120 -1.01131 -2.41810 -0.1 0.2 0.0
H 2.29762 1.54174 -5.10527 0.3 0.0 0.2
H 1.55059 0.48661 -6.19020 0.3 -0.8 -0.1
H 3.35120 0.77295 -6.28211 0.0 -0.7 0.3
C -5.82390 -1.81615 -1.79969 0.2 0.3 0.5
C -4.88220 -1.28144 -0.71122 -0.1 -3.0 1.0
O -4.69251 -1.78919 0.38327 -0.5 1.8 -2.9
N -4.06614 -0.10071 -1.10978 0.5 -0.1 0.3
H -4.59394 0.74297 -1.28221 -0.5 0.5 -0.2
H -3.50093 0.10766 -0.29908 0.2 0.3 1.0
C -3.02374 -0.32023 -2.16943 -0.7 0.2 0.0
H -6.77155 -1.34231 -1.54368 -0.3 -0.1 -0.2
H -5.94355 -2.89956 -1.79629 0.1 0.1 0.7
H -5.59326 -1.60022 -2.84289 0.3 0.6 0.2
H -2.33724 0.51405 -2.02517 0.1 -0.2 -0.2
H -3.51208 -0.26291 -3.14223 0.3 -0.2 0.0
H -2.54920 -1.27848 -1.95810 0.0 0.1 -0.2
C 4.87603 3.82135 0.95659 -2.0 0.5 -1.6
C 3.31701 3.74847 0.92777 -0.4 -0.2 5.9
O 2.64691 3.82916 1.97591 2.0 -0.3 -5.1
N 2.58220 3.50124 -0.39339 0.7 0.1 0.4
H 2.63650 4.28396 -1.02939 -0.3 1.1 0.1
H 3.04775 2.80207 -0.95421 0.9 -0.5 0.3
C 1.23691 2.92219 -0.20287 -0.3 -0.5 -0.9
H 5.37657 3.19744 1.69706 -0.5 0.0 0.1
H 5.02132 4.88229 1.16007 0.5 0.0 0.1
H 5.21918 3.61335 -0.05686 0.5 0.0 0.1
H 0.50464 3.61243 0.21600 0.3 -0.3 0.3
H 1.45908 1.98878 0.31433 -0.9 0.2 0.5
H 0.97326 2.66319 -1.22829 -0.6 0.0 0.1
C 1.76906 -4.08737 -1.31793 3.2 2.0 1.9
O 0.70406 -3.75338 -0.45241 -1.8 -0.7 -0.2
O 2.94885 -3.40441 -0.75784 -3.2 -1.1 -1.4
C 1.96320 -5.62532 -1.49240 -0.8 -0.6 2.0
F 0.97439 -6.16316 -2.21246 -1.0 0.2 -0.8
F 3.06249 -5.95576 -2.08595 1.7 0.3 -1.0
F 1.93910 -6.36660 -0.33164 0.0 1.2 -0.1
C -0.68202 -4.09441 -0.82250 -0.2 0.9 1.9
C -1.53510 -3.50502 0.38802 -0.2 -0.7 -1.3
H -2.61119 -3.64553 0.28604 -0.1 -0.2 -0.7
H -1.40336 -3.97751 1.36142 0.8 0.1 -0.1
H -1.42330 -2.42123 0.41956 0.4 -0.2 0.3
H -0.86562 -5.14163 -1.06274 0.4 -0.2 0.7
H -1.01609 -3.61448 -1.74237 0.4 0.6 -0.3
H 1.52163 -3.66981 -2.29391 0.0 -0.3 -0.7
B -0.97315 0.11357 1.14066 0.8 0.5 0.8
F -0.87450 1.44199 1.49344 -0.2 1.5 0.0
F -0.04162 -0.20596 0.20308 2.0 0.2 -3.1
F -0.58125 -0.62488 2.19274 -0.3 -1.4 2.6
F -2.17502 -0.21888 0.64330 -2.2 -0.2 -0.3
B -3.85823 3.48299 0.40395 -2.0 1.1 0.1
F -3.45800 2.85066 -0.76756 0.4 -0.4 -1.1
F -2.73814 3.70558 1.18531 1.2 0.2 0.8
F -4.55571 4.69327 0.21475 0.8 -0.6 -0.4
F -4.74594 2.61705 1.05482 0.0 -0.8 0.5



79
Properties=species:S:1:pos:R:3:forces:R:3 method="wB97M-V/def2-TZVPD" smiles="C[C@H]1COC(=O)O1.CN(C)C=O.CN(C)C=O.CN(C)C=O.CN(C)C=O.CO.CO.CO" spin_multiplicity=1 de_lowest_kj_mol=0.0 homo_lumo_gap_ev=8.56 homo_ev=-8.47
C -0.48493 -2.75265 6.44272 -0.4 -0.6 1.2
C -0.58507 -3.36977 5.05881 -0.8 0.7 0.1
C -1.89122 -2.97198 4.28421 1.3 -0.3 -0.1
O -1.36411 -2.25292 3.16939 -1.8 0.9 -0.4
C -0.05485 -2.12465 3.19577 2.0 -1.2 -0.9
O 0.64030 -1.66019 2.33835 -0.9 0.2 1.1
O 0.44175 -2.81777 4.24812 0.5 0.2 0.3
H -0.54025 -1.66418 6.46097 0.2 0.0 -0.5
H 0.38297 -3.08236 7.01599 0.4 0.2 -0.5
H -1.27918 -3.05900 7.13536 -0.4 -0.2 -0.5
H -0.48725 -4.45306 5.02347 0.2 0.0 0.4
H -2.56373 -2.34375 4.86272 0.0 0.0 0.0
H -2.38935 -3.84224 3.86535 -0.3 0.0 0.2
C -4.41348 1.86846 2.99446 -0.1 -1.1 1.0
N -3.29699 1.51212 2.14127 0.5 0.0 1.4
C -2.08562 1.14549 2.89680 0.1 -0.7 -1.6
C -3.32685 1.46011 0.80419 -0.8 -0.3 0.1
O -2.39666 1.18131 0.06993 0.1 0.3 0.0
H -5.38015 1.72691 2.51550 0.1 0.9 -0.3
H -4.21767 2.75412 3.60353 -0.4 0.7 -0.9
H -4.49816 1.15694 3.83041 0.3 -0.5 -0.4
H -1.63539 0.28716 2.38836 0.0 0.0 0.0
H -1.32944 1.92335 2.84563 -0.1 0.2 0.6
H -2.38193 0.81661 3.88521 0.2 0.4 0.2
H -4.35712 1.62537 0.43743 0.1 0.2 -0.2
C 2.64066 -2.96753 0.49406 0.4 0.2 1.2
N 3.21927 -4.12888 -0.16276 -1.1 0.6 -0.1
C 2.58215 -5.38412 0.22258 0.1 0.3 -0.5
C 3.98812 -4.05356 -1.25816 0.1 -0.9 -0.7
O 4.44763 -5.03551 -1.81786 0.1 0.0 -0.1
H 2.96431 -3.05253 1.53574 -0.1 0.4 0.1
H 1.55250 -2.91943 0.54378 -0.1 -0.5 -0.5
H 2.94999 -1.98292 0.14831 0.5 -0.3 -0.4
H 1.52032 -5.15502 0.32161 0.0 -0.2 0.3
H 2.67331 -6.10844 -0.58396 0.3 0.0 0.1
H 2.99615 -5.78273 1.14777 -0.1 0.0 0.0
H 4.14804 -3.07001 -1.70901 0.0 0.4 0.5
C 0.35045 3.77548 1.16718 0.4 1.0 1.5
N 0.22772 3.89180 -0.25190 -0.2 -0.3 0.0
C -1.01360 4.50183 -0.72729 0.7 -0.7 0.3
C 1.19037 3.43190 -1.07684 0.3 0.4 -0.1
O 2.25653 2.98567 -0.71491 0.0 -0.2 -0.1
H 0.24917 4.78594 1.58870 -0.6 -0.1 0.1
H 1.31024 3.50468 1.60749 0.3 -0.4 -1.1
H -0.36025 3.09652 1.63602 -0.3 0.1 -0.3
H -1.22663 5.35173 -0.08081 -0.1 0.2 -0.2
H -0.86957 4.79802 -1.76330 -0.2 0.1 0.0
H -1.81957 3.77245 -0.62578 -0.2 0.1 -0.2
H 0.92528 3.58165 -2.13575 0.0 -0.1 -0.1
C -3.77163 2.28327 -3.45327 -0.8 -0.5 -0.2
N -2.82767 1.42817 -4.13708 -0.2 0.0 -0.2
C -2.73246 1.53669 -5.57743 0.5 0.3 -0.2
C -2.04520 0.54299 -3.48649 0.4 0.6 0.8
O -1.19145 -0.16559 -3.98640 -0.2 -0.2 -0.3
H -3.52300 3.34562 -3.43246 0.4 0.0 -0.1
H -3.97174 1.93414 -2.44113 0.3 0.0 0.1
H -4.71800 2.19282 -3.99438 -0.1 0.2 0.1
H -1.97493 0.82292 -5.89552 0.0 0.1 -0.1
H -3.65717 1.34279 -6.12530 -0.2 -0.2 0.4
H -2.42226 2.55318 -5.83641 0.1 -0.1 -0.1
H -2.15424 0.60064 -2.39307 -0.3 -0.1 0.1
C 0.97379 -0.10686 -0.99923 0.4 0.2 -0.3
O 0.27247 0.05176 0.22090 0.1 -0.6 -0.1
H 1.15111 -1.14225 -1.30380 -0.5 -0.3 0.7
H 0.47469 0.27967 -1.89193 -0.1 0.5 0.2
H 1.97960 0.30564 -0.89763 -0.1 0.4 -0.2
H -0.29920 0.82487 0.25223 0.0 -0.1 -0.6
C 5.01553 -0.12284 -1.24012 -0.1 -0.1 -0.4
O 5.74890 -0.59601 -0.11490 0.0 0.4 -0.4
H 5.61250 0.02540 -2.14588 0.4 0.0 0.2
H 4.29908 -0.89315 -1.51579 -0.2 0.1 0.2
H 4.50727 0.82324 -1.04761 -0.2 -0.1 0.2
H 6.34175 0.12345 0.12396 0.1 -0.2 0.2
C 2.24346 0.46213 -4.60285 0.8 -1.0 0.4
O 1.07875 0.85476 -5.28185 0.1 0.1 0.2
H 2.71533 1.28172 -4.05360 0.1 0.0 -0.1
H 2.10840 -0.37320 -3.89840 -0.6 0.3 0.2
H 2.95956 -0.03280 -5.26513 0.0 0.7 -0.5
H 0.39855 0.91646 -4.59826 -0.2 -0.3 -0.4